# 1
Computed, not measured: the molecule CH2P2S3 in a non-equilibrium geometry, with ωB97M-V/def2-TZVPD.

Structure (ORCA input):
```
! RIJCOSX wB97M-V def2-TZVPD def2/J DEFGRID3
* xyz 0 1
C -0.5513 -0.0395 -0.6392
P -1.1818 1.6371 -1.0958
P -1.7791 -1.0590 0.5291
S -2.0779 -2.5825 -0.7456
S -2.4407 2.0220 0.4581
S -3.4435 0.2392 0.3554
H -0.3751 -0.7009 -1.4764
H 0.3731 -0.0400 -0.0718
*
```

The value obtained for the energy relative to the best compared isomer or geometry (same formula, charge and spin) is 1.997 eV. The HOMO energy (alpha / beta) comes out at -8.399 / -8.845 eV. The orbital gap (alpha / beta) is 0.210 / 0.267 Eh.

# 2
Computed, not measured: a cluster of 3 separate species, C19H42O6S in total, with ωB97M-V/def2-TZVPD.

Structure (ORCA input):
```
! RIJCOSX wB97M-V def2-TZVPD def2/J DEFGRID3
* xyz 0 1
O 1.9463 3.8453 2.6090
C 2.8585 4.6266 2.5306
O 2.8912 5.7069 1.7399
C 2.3427 5.5080 0.4021
C 0.9107 6.0075 0.3216
C 0.1198 5.5631 -0.9301
C 0.6806 4.3997 -1.7337
O 0.5887 3.2257 -0.8994
S 1.0751 1.8084 -1.5197
O 0.4648 1.7276 -2.8312
O 2.6477 2.0428 -1.8745
C 3.5472 1.7702 -0.7953
C 4.6271 2.8731 -0.6430
O 4.4665 3.9108 -1.5937
H 3.7791 4.5013 3.1166
H 2.9941 6.1157 -0.2283
H 2.4283 4.4501 0.1643
H 0.9681 7.1011 0.3146
H 0.3956 5.7421 1.2456
H -0.8698 5.2394 -0.5932
H -0.0491 6.4098 -1.5985
H 0.0657 4.2557 -2.6234
H 1.7149 4.5577 -2.0524
H 2.9959 1.6222 0.1387
H 4.0540 0.8272 -1.0168
H 4.5956 3.2639 0.3793
H 5.6046 2.4101 -0.8018
H 4.5122 4.7591 -1.1454
C 2.7412 -3.8335 3.1162
C 2.0324 -4.2543 1.8322
C 2.6176 -3.6139 0.5746
C 2.5296 -2.0874 0.5327
C 1.1165 -1.5212 0.6592
C 0.1870 -1.9449 -0.4734
H 2.6608 -2.7592 3.2889
H 2.3086 -4.3357 3.9823
H 3.8020 -4.0903 3.0764
H 0.9665 -4.0234 1.9106
H 2.1003 -5.3403 1.7298
H 2.1160 -4.0321 -0.3022
H 3.6692 -3.9044 0.4849
H 2.9652 -1.7432 -0.4122
H 3.1550 -1.6633 1.3242
H 1.1805 -0.4300 0.6684
H 0.6785 -1.8045 1.6202
H 0.5831 -1.6302 -1.4417
H -0.7967 -1.4896 -0.3505
H 0.0474 -3.0270 -0.4991
C -6.4984 -4.6757 -0.9910
C -6.1598 -3.2791 -1.5039
C -4.6620 -3.0468 -1.6963
C -3.8253 -3.1569 -0.4204
C -4.2382 -2.2103 0.7054
C -4.1091 -0.7348 0.3377
H -6.0597 -4.8632 -0.0098
H -7.5773 -4.8051 -0.8958
H -6.1293 -5.4413 -1.6767
H -6.5725 -2.5298 -0.8229
H -6.6595 -3.1240 -2.4637
H -4.5114 -2.0624 -2.1475
H -4.2814 -3.7705 -2.4238
H -2.7791 -2.9644 -0.6773
H -3.8580 -4.1853 -0.0497
H -3.6086 -2.4138 1.5758
H -5.2644 -2.4207 1.0193
H -3.0814 -0.4912 0.0595
H -4.3865 -0.0980 1.1787
H -4.7548 -0.4695 -0.5007
*
```

The HOMO energy comes out at -10.091 eV. The orbital gap is 0.388 Eh.

# 3
Computed, not measured: a cluster of 2 separate species, C9H14 in total in a non-equilibrium geometry, with ωB97M-V/def2-TZVPD.

Structure (ORCA input):
```
! RIJCOSX wB97M-V def2-TZVPD def2/J DEFGRID3
* xyz -1 2
C -0.2442 2.4997 -1.3109
C -0.9774 1.5138 -2.1388
H 0.7509 2.8781 -1.7950
H -0.7977 3.3401 -0.9401
H 0.2452 1.9085 -0.5021
H -0.1221 1.0544 -2.9408
H -1.9205 1.6046 -2.6599
H -1.4353 0.8050 -1.4968
C 0.1850 0.4781 2.5234
C 0.3115 -2.5416 -0.6772
C -0.7963 -1.9788 -0.0090
C 1.5330 -2.0414 -0.2229
C -0.7757 -1.1165 0.9837
C 1.5389 -1.0201 0.8091
C 0.3938 -0.5660 1.4663
H 0.0714 -3.3214 -1.3659
H -1.8707 -2.2303 -0.2985
H 2.5401 -2.1976 -0.6445
H -1.6872 -0.9473 1.5637
H 2.3388 -0.5175 1.2856
H -0.7637 1.0761 2.5022
H 0.9539 1.3014 2.4471
H 0.5283 0.0187 3.4211
*
```

The value obtained for the energy relative to the best compared isomer or geometry (same formula, charge and spin) is 2.513 eV. The HOMO energy (alpha / beta) comes out at 1.256 / -4.179 eV. As for the expectation value of S²: 0.76. The orbital gap (alpha / beta) is 0.110 / 0.299 Eh.